Entry 1:
Formula: C5H10N2O
Source: OMol25
Level of theory: ωB97M-V/def2-TZVPD

Geometry as XYZ:
```
18
Properties=species:S:1:pos:R:3:forces:R:3:nbo_charge:R:1
C -1.6977 0.0835 0.0156 -1.2652 0.2363 2.0543 0.612
O -2.4099 -0.8011 -0.3986 0.4184 -0.0421 -0.3811 -0.556
H -0.8597 1.9862 -0.4652 0.0150 0.1298 -0.0034 0.241
H -0.8789 -1.0615 1.7050 -0.1265 0.1702 0.0317 0.230
C 0.5246 -0.3298 0.2452 1.4824 0.0277 1.4545 0.200
H 2.9146 -0.3458 -0.6119 -0.0558 0.1283 0.1606 0.346
H 3.1989 1.2369 -0.0445 -0.1334 -0.1946 -0.0750 0.374
C -0.6727 -0.1435 1.1550 -0.4406 -0.1187 -2.0588 -0.529
H -2.3806 1.6050 -1.3244 -0.0117 0.0287 -0.0143 0.232
H 1.0956 -1.5882 -1.3890 -0.0055 -0.1252 -0.0816 0.225
H -0.1790 -2.2503 -0.3503 -0.0161 -0.0800 -0.0824 0.248
H -2.3996 2.0551 0.3894 -0.0345 -0.0730 0.1284 0.237
H -0.5550 0.7477 1.7660 0.0298 -0.1478 0.0432 0.238
N 2.5306 0.5726 -0.4072 0.3823 -0.1562 -0.6616 -0.643
H 1.5030 -2.2473 0.2006 0.0486 0.0149 0.0668 0.224
C -1.8421 1.5265 -0.3828 0.2201 -0.0901 -0.6248 -0.729
C 0.7501 -1.6881 -0.3594 -0.0159 0.4144 -0.2612 -0.703
N 1.3577 0.6418 0.2567 -0.4913 -0.1227 0.3045 -0.245
```
Forces are in eV/Å.

Properties
- Kohn-Sham gap (eV) = 9.412
- SMILES = CC(=O)C/C(C)=N/N
- F_max (hartree/bohr) = 0.0471
- electronic energy (hartree) = -381.2262
- HOMO energy (hartree) = -0.3124
- LUMO level (eV) = 0.91

Entry 2:
Formula: C3H4N2OS
Source: OMol25
Level of theory: ωB97M-V/def2-TZVPD

Geometry as XYZ:
```
11
Properties=species:S:1:pos:R:3:forces:R:3:nbo_charge:R:1
H 1.4606 0.7215 -1.8033 0.6333 0.1581 -1.6434 0.233
C 1.0241 0.5838 -0.8770 0.4451 -0.1787 1.2816 -0.079
N 0.0050 -0.2900 -0.6467 -2.5212 -2.1052 -1.2590 -0.540
S -0.9892 -0.8947 -1.9201 -1.3379 -0.8285 0.2616 0.139
N -1.2636 -1.0996 1.1936 -0.9432 -0.5422 0.5314 -0.773
H -1.3762 -0.8702 2.1816 0.0259 -0.1666 -0.2656 0.370
C -0.3990 -0.3708 0.6750 1.7034 2.0475 -1.1872 0.676
O 0.3417 0.6218 1.2190 1.6953 -0.1216 1.1543 -0.484
H -2.1733 -1.2877 -1.1915 1.9679 0.8320 -0.5288 0.191
H 1.9724 1.8633 0.8620 -0.6462 -1.8626 -1.8686 0.243
C 1.3975 1.0225 0.3073 -1.0223 2.7677 3.5237 0.024
```
Forces are in eV/Å.

Properties
- Kohn-Sham gap (eV) = 8.872
- SMILES = [H]/N=c1\occn1S
- F_max (hartree/bohr) = 0.0894
- electronic energy (hartree) = -699.5774
- HOMO energy (hartree) = -0.2987
- LUMO level (eV) = 0.74

Entry 3:
Formula: C4H8N2O
Source: OMol25
Level of theory: ωB97M-V/def2-TZVPD

Geometry as XYZ:
```
15
Properties=species:S:1:pos:R:3:forces:R:3:nbo_charge:R:1
H -1.8853 -0.8376 -0.2907 0.3237 -0.0480 0.0599 0.218
H -1.1391 2.1048 0.3475 0.2071 0.0010 -0.1294 0.212
O -0.4292 -0.9102 1.4204 -0.0676 -1.3757 1.3411 -0.604
H 1.1095 -1.0073 -1.5201 0.0217 -0.1484 0.0915 0.208
C 1.1059 0.6020 0.7431 0.5549 1.2847 -0.8088 0.280
H 1.1106 0.7570 1.8186 -0.2049 -0.6459 -0.0351 0.218
C 0.7353 -1.4638 -0.5995 0.2516 0.1205 -0.1975 -0.405
H 1.6221 1.2460 -0.9786 0.0507 -0.1548 -0.0252 0.340
N 1.7804 1.3723 0.0210 -0.0287 0.0433 -0.1665 -0.574
C -1.7030 1.2569 -0.0086 0.1004 0.0291 0.1855 -0.602
H -0.0538 -2.1814 -0.8279 0.0384 0.2348 0.1142 0.232
H 1.5365 -1.9729 -0.0554 -0.1180 0.1540 -0.0632 0.228
N 0.1881 -0.4112 0.2619 -2.2904 0.0561 1.0196 -0.092
H -2.6818 1.4574 -0.4145 -0.2105 -0.1428 0.3262 0.224
C -1.2964 -0.0120 0.0828 1.3715 0.5920 -1.7123 0.117
```
Forces are in eV/Å.

Properties
- Kohn-Sham gap (eV) = 8.654
- F_max (hartree/bohr) = 0.0488
- electronic energy (hartree) = -341.7740
- HOMO energy (hartree) = -0.2895
- LUMO level (eV) = 0.78

Entry 4:
Formula: C4H13N4
Source: OMol25
Level of theory: ωB97M-V/def2-TZVPD

Geometry as XYZ:
```
21
Properties=species:S:1:pos:R:3:forces:R:3:nbo_charge:R:1
N -2.6297 0.4870 -0.4841 1.0805 -1.4829 -0.0571 -0.752
H 1.3934 1.5005 -2.8550 0.6887 0.8465 0.7797 0.212
H -3.0460 -0.3218 -0.9471 -0.0557 0.6883 0.2610 0.425
H -1.1837 2.2418 1.0858 -0.7998 -0.7656 -0.7835 0.428
H 1.2014 2.1968 -1.2776 -2.4531 0.2672 2.7738 0.187
C -1.4275 0.3043 0.0900 1.5671 1.9548 2.2307 0.699
H -0.7888 -3.0815 1.1232 0.8505 0.4885 1.0190 0.246
H 0.0794 1.2448 1.1317 2.5380 -1.1080 0.4703 0.440
H 0.9000 -3.4118 0.8770 -0.1115 0.6127 -0.0089 0.272
C 1.8942 2.0175 -1.9820 2.8255 -0.3052 -3.2455 -0.847
C 0.2274 -2.6778 1.3734 0.5551 -2.2040 -0.7309 -0.725
H 2.2966 3.0516 -2.2404 -0.3157 -1.5620 -0.1086 0.229
N 1.2423 -0.4063 1.0458 -3.8492 0.8974 -2.5308 -0.636
H -3.1299 1.3557 -0.4478 0.0873 0.1557 -0.0480 0.440
N -0.8178 1.3318 0.7989 -3.3713 -0.4417 -1.6061 -0.773
H 0.5800 -2.7164 2.4046 -0.7307 -0.1096 0.1599 0.276
H 2.7189 1.3508 -1.6200 -0.7596 0.7459 -0.1994 0.219
N -0.8016 -0.9078 0.1110 -0.5610 0.5797 -0.5391 -0.610
H 2.0404 -0.6229 1.4640 4.1823 -1.4323 2.6903 0.369
C 0.4012 -1.3162 0.8731 -1.2501 1.9568 -0.8129 0.483
H -1.1502 -1.6200 -0.5244 -0.1172 0.2177 0.2859 0.418
```
Forces are in eV/Å.

Properties
- Kohn-Sham gap (eV) = 11.567
- F_max (hartree/bohr) = 0.1006
- electronic energy (hartree) = -378.9886
- HOMO energy (hartree) = -0.5371
- LUMO level (eV) = -3.05
- net charge = +1

Entry 5:
Formula: C3H11N2S
Source: OMol25
Level of theory: ωB97M-V/def2-TZVPD

Geometry as XYZ:
```
17
Properties=species:S:1:pos:R:3:forces:R:3:nbo_charge:R:1
H -2.6116 -1.3171 0.8538 -0.4054 0.4830 -0.7825 0.424
H 3.6227 1.0009 -0.2061 -0.5576 0.0334 -0.1561 0.245
H -4.1184 0.7546 -1.1133 0.1983 0.1076 -0.5695 0.157
C 0.3277 -0.0576 -0.3514 -0.2961 -0.4736 -0.3228 0.199
N -0.2959 0.6656 0.5095 2.0639 -0.2744 -0.3249 -0.713
H 2.0880 1.5846 0.5366 1.1097 -0.4083 0.4045 0.199
H 0.4694 1.0981 1.0933 -1.4704 -0.1241 -0.2497 0.376
C 1.8548 -0.3020 -0.4202 -1.2160 1.6064 -0.3270 -0.486
H -0.3342 -0.6548 -1.0634 1.0600 0.6988 0.7205 0.180
H 3.1747 0.1999 1.2384 -0.7021 0.6025 0.0748 0.234
H 2.1633 -0.4189 -1.4412 -0.0458 0.1859 -0.6863 0.240
H 1.9412 -1.2621 -0.0309 0.2774 -1.9694 0.8427 0.239
H -3.9665 1.2677 0.7848 -0.5897 -0.9793 -0.6923 0.158
N -2.6704 -0.6027 0.1018 0.1353 -0.0609 0.5740 -0.999
H -1.8835 0.1032 0.2693 -0.2085 -0.3107 -0.0154 0.449
S -4.1690 0.0821 0.0314 0.7507 0.8279 1.6963 0.726
C 2.7305 0.6888 0.3554 -0.1038 0.0552 -0.1862 -0.627
```
Forces are in eV/Å.

Properties
- Kohn-Sham gap (eV) = 10.480
- F_max (hartree/bohr) = 0.0420
- electronic energy (hartree) = -628.2667
- HOMO energy (hartree) = -0.5305
- LUMO level (eV) = -3.96
- net charge = +1

Entry 6:
Formula: C2H4Cl2N2
Source: OMol25
Level of theory: ωB97M-V/def2-TZVPD

Geometry as XYZ:
```
10
Properties=species:S:1:pos:R:3:forces:R:3:nbo_charge:R:1
H -0.9289 -2.1163 -0.8623 1.3499 0.2916 -0.0510 0.356
C -2.4036 -1.2327 -0.0738 -0.5063 0.1573 0.1436 0.115
N -1.7875 -2.2587 -0.3872 -0.9421 -0.8236 -0.3158 -0.607
C 1.3165 0.7662 0.2893 0.0602 -0.5952 0.4216 0.053
H -3.4591 -1.3825 0.2483 0.8438 1.0156 0.1667 0.197
N 2.0687 1.8104 0.4058 2.2040 -0.3845 -1.6089 -0.760
Cl 2.1799 -0.4957 -0.4836 0.3287 -0.7000 -0.7730 -0.067
H 3.0139 2.0694 0.0258 -1.0478 -0.8954 0.3906 0.382
Cl -1.6627 0.3980 -0.1507 -1.1656 -0.7517 -0.0374 -0.062
H 1.6628 2.4419 0.9883 -1.1248 2.6860 1.6636 0.392
```
Forces are in eV/Å.

Properties
- Kohn-Sham gap (eV) = 9.724
- F_max (hartree/bohr) = 0.0652
- electronic energy (hartree) = -1108.4076
- HOMO energy (hartree) = -0.3263
- LUMO level (eV) = 0.84

Entry 7:
Formula: C21H15F3MoN4O3S
Source: OMol25
Level of theory: ωB97M-V/def2-TZVPD

Geometry as XYZ:
```
48
Properties=species:S:1:pos:R:3:forces:R:3:nbo_charge:R:1
H -3.9718 -3.9371 3.9478 0.0074 0.0035 -0.0188 0.221
C -0.3612 6.9940 0.5673 -0.0201 -0.1709 -0.0310 0.973
F -0.6217 7.5826 -0.6065 -0.0326 0.0752 -0.1849 -0.322
C -3.3348 -3.6972 3.1074 -0.0234 -0.0045 -0.0233 -0.245
C 0.2999 0.1176 0.0590 0.0575 -0.0389 0.0556 -0.374
O 0.5384 0.9157 -3.3086 -0.0136 0.0703 0.0654 -0.563
H 0.2087 3.0384 -1.8370 -0.0171 0.0213 0.0107 0.241
F -1.3460 7.3418 1.4113 -0.1510 0.0396 0.1417 -0.325
N 0.6290 -1.2466 -2.4690 -0.0162 -0.0561 -0.2172 -0.686
H -4.8179 -4.1822 1.6285 0.0155 0.0051 0.0102 0.219
C 0.0647 2.7479 0.2759 0.0899 -0.1322 -0.0483 -0.169
Mo 0.6268 -1.8052 -0.4345 0.5482 0.8889 -0.7948 1.332
H -1.6586 -3.1474 4.3222 -0.0176 -0.0059 -0.0318 0.215
S 3.0231 -1.6331 -0.3695 -0.1389 -0.2404 0.0610 -0.107
C 0.6123 -0.9845 -4.8255 -0.0178 -0.0833 0.0154 -0.514
H 1.4636 -0.6158 -5.3945 0.0202 0.0001 -0.0045 0.242
C 0.6917 -2.4807 -4.5014 0.0379 0.0857 -0.0377 -0.512
H -3.3467 -3.6453 -0.2968 0.0016 0.0016 0.0190 0.231
C 3.1547 -1.5140 1.3702 0.0842 -0.1451 0.1124 0.300
C 0.7243 -2.4881 -2.9983 0.0319 0.0117 0.0907 0.689
C 0.2184 1.3246 0.1674 -0.2422 0.3262 0.1843 0.114
C 0.1365 -2.4949 2.5014 -0.2730 -0.1310 0.2335 0.169
H -0.0597 5.5108 -1.6878 0.0083 -0.0210 0.0068 0.231
C -0.2448 4.7353 1.6045 -0.0079 -0.0641 0.0435 -0.178
C -2.0459 -3.2558 3.3150 -0.0272 -0.0026 0.1129 -0.135
H -0.1694 -3.0512 -4.8465 -0.0151 -0.0208 -0.0032 0.246
C 0.5855 -0.2730 -3.4698 -0.0318 -0.2318 0.0625 0.710
C -1.2142 -2.9370 2.2376 0.1681 0.0576 0.1090 -0.218
H -0.2886 -0.7087 -5.3708 -0.0076 0.0072 -0.0206 0.241
C -3.8075 -3.8341 1.8021 -0.0430 -0.0159 0.0349 -0.161
C -0.2329 5.5025 0.4464 0.0362 0.0151 0.0189 -0.148
O 0.8215 -3.4525 -2.2261 0.0664 0.1214 -0.0359 -0.613
N 4.3813 -1.2048 1.8659 0.0001 0.0556 -0.0985 -0.788
C -2.9999 -3.5363 0.7220 -0.1093 -0.0360 -0.0299 -0.273
C -0.0668 4.9047 -0.7923 -0.0133 -0.0690 -0.0649 -0.192
H 1.5851 -2.9734 -4.8822 0.0132 -0.0015 -0.0219 0.247
H 5.0487 -0.7817 1.2471 0.0105 0.0150 0.0109 0.402
F 0.7641 7.5546 1.0442 0.1831 0.0619 0.0745 -0.325
O -0.9200 -2.8113 -0.1155 -0.7604 -0.4924 0.1875 -0.661
H 0.4733 -2.4627 3.5332 -0.0707 -0.0380 0.0520 0.208
H -0.1036 2.7523 2.4134 0.0059 0.0170 0.0090 0.224
C 0.0783 3.5286 -0.8802 0.0290 0.0199 -0.0754 -0.120
H 4.4385 -0.9810 2.8447 -0.0113 0.0007 0.0147 0.403
H -0.3767 5.2134 2.5672 0.0070 -0.0237 -0.0200 0.227
C -1.7062 -3.0846 0.9414 0.3095 0.1016 -0.2581 0.420
C -0.0936 3.3633 1.5210 -0.0273 0.0010 0.0116 -0.174
N 2.2159 -1.7748 2.2199 -0.1144 0.0245 -0.2420 -0.410
N 1.0044 -2.1331 1.6286 0.4710 -0.0027 0.5144 -0.292
```
Forces are in eV/Å.

Properties
- Kohn-Sham gap (spin up / spin down) (eV) = 6.908 / 7.545
- F_max (hartree/bohr) = 0.0255
- electronic energy (hartree) = -2020.0345
- multiplicity = 3
- HOMO energy (spin up / spin down) (hartree) = -0.2924 / -0.3151
- LUMO level (spin up / spin down) (eV) = -1.05 / -1.03

Q: Which value of electronic energy does entry 6 give?
A: -1108.4076 hartree